(1)
This record from the Open Molecules 2025 dataset describes C41H36F3N6O4TeZr as an isolated structure in a non-equilibrium geometry. The level of theory is wB97M-V/def2-TZVPD.

Results
DFT total energy: -2828.12186 Eh
ΔE to the lowest compared entry with this formula, charge and spin: 117.4 kJ/mol
Orbital gap: 6.453 eV
HOMO energy: -9.855 eV

Geometry as ORCA input:
```
! wB97M-V def2-TZVPD RIJCOSX def2/J DEFGRID3
* xyz 1 1
Zr 0.26 0.15 0.15
C -5.25 -3.86 2.91
C -4.17 -3.16 2.12
C -3.77 -3.62 0.87
C -2.77 -2.98 0.12
C -2.32 -3.53 -1.19
O -1.17 -3.37 -1.59
C -3.26 -4.34 -2.02
C -2.75 -5.43 -2.71
C -3.58 -6.18 -3.53
C -4.91 -5.82 -3.67
C -5.42 -4.72 -3.00
C -4.60 -3.99 -2.15
C -2.17 -1.85 0.65
O -1.25 -1.17 -0.02
C -2.55 -1.39 1.92
C -3.55 -2.02 2.64
C -1.79 -0.18 2.33
N -0.48 -0.24 2.37
C 0.12 -1.57 2.65
C -0.08 -2.01 4.09
Te 0.02 -0.55 5.66
C -2.07 -0.47 5.82
C -2.83 -1.63 5.91
C -4.22 -1.56 5.95
C -4.85 -0.33 5.93
C -4.10 0.84 5.86
C -2.71 0.76 5.80
C -2.48 1.09 2.49
C -1.81 2.13 3.14
C -2.42 3.36 3.28
C -3.70 3.55 2.77
C -4.38 2.52 2.14
C -3.78 1.28 2.01
H -5.56 -4.78 2.42
H -6.13 -3.23 3.02
H -4.90 -4.12 3.91
H -4.23 -4.51 0.47
H -1.70 -5.69 -2.61
H -3.19 -7.04 -4.06
H -5.56 -6.40 -4.32
H -6.45 -4.43 -3.12
H -4.99 -3.13 -1.62
H -3.82 -1.64 3.61
H 1.18 -1.49 2.45
H -0.29 -2.36 2.01
H 0.64 -2.80 4.33
H -1.08 -2.43 4.22
H -2.35 -2.60 5.96
H -4.80 -2.47 6.03
H -5.93 -0.27 5.97
H -4.59 1.80 5.85
H -2.13 1.68 5.73
H -0.83 1.94 3.57
H -1.91 4.17 3.78
H -4.17 4.52 2.86
H -5.37 2.68 1.75
H -4.29 0.48 1.50
N -0.33 -0.29 -2.18
C 0.46 0.28 -3.23
C 0.41 -0.12 -4.53
C 1.18 0.55 -5.50
C 1.95 1.62 -5.16
C 2.03 2.04 -3.80
C 2.81 3.14 -3.38
C 2.86 3.45 -2.05
C 2.15 2.64 -1.14
N 1.40 1.62 -1.49
C 1.30 1.34 -2.83
H -1.21 0.23 -2.11
H -0.58 -1.26 -2.33
H -0.24 -0.94 -4.81
H 1.14 0.22 -6.53
H 2.52 2.16 -5.90
H 3.36 3.71 -4.11
H 3.44 4.28 -1.68
H 2.23 2.85 -0.09
F 2.97 2.99 2.06
C 1.95 2.21 2.46
F 1.62 2.54 3.69
F 0.90 2.49 1.64
C 2.33 0.72 2.30
O 2.73 0.09 3.24
O 2.13 0.31 1.06
N -1.91 2.60 -0.77
C -1.20 1.82 -0.31
N 2.27 -1.35 -1.29
N 1.39 -1.99 -0.36
H 2.67 -2.00 -1.96
H 3.02 -0.92 -0.76
H 1.87 -2.68 0.22
H 0.64 -2.47 -0.87
*
```

(2)
This record from the Open Molecules 2025 dataset describes a 18-piece molecular cluster, C32H100O18 overall in a non-equilibrium geometry. The level of theory is wB97M-V/def2-TZVPD.

Results
DFT total energy: -2633.30848 Eh
ΔE to the lowest compared entry with this formula, charge and spin: 0.0 kJ/mol
Orbital gap: 9.759 eV
HOMO energy: -9.385 eV

Geometry as ORCA input:
```
! wB97M-V def2-TZVPD RIJCOSX def2/J DEFGRID3
* xyz 0 1
C 0.74 8.81 21.14
C 1.04 7.82 20.10
O 0.34 8.16 18.91
H -0.36 8.83 21.33
H 1.06 9.80 20.82
H 1.32 8.56 22.05
H 0.77 6.82 20.39
H 2.13 7.83 19.94
H 0.72 7.63 18.21
C 4.67 9.09 23.08
C 3.76 10.13 22.47
O 2.63 10.18 23.28
H 4.04 8.21 23.21
H 4.93 9.39 24.11
H 5.58 8.90 22.47
H 3.44 9.89 21.41
H 4.30 11.11 22.39
H 2.20 11.02 23.05
C 7.83 8.03 18.33
C 9.32 8.21 18.44
O 9.61 8.97 19.63
H 7.66 7.78 17.26
H 7.25 8.93 18.54
H 7.35 7.28 18.94
H 9.75 8.73 17.59
H 9.76 7.21 18.43
H 10.56 8.96 19.80
C 4.04 17.96 20.35
C 3.19 19.15 20.74
O 2.17 19.37 19.75
H 4.68 17.62 21.16
H 4.68 18.18 19.50
H 3.40 17.10 20.12
H 3.88 20.00 20.84
H 2.64 18.97 21.66
H 1.82 20.28 19.70
C 4.09 9.68 17.81
C 4.61 10.95 17.13
O 4.82 10.67 15.74
H 4.04 9.84 18.91
H 4.88 8.91 17.71
H 3.16 9.23 17.39
H 5.58 11.13 17.54
H 3.92 11.74 17.34
H 5.23 11.44 15.30
C 7.94 11.39 23.50
C 8.67 10.16 22.93
O 7.72 9.40 22.21
H 7.12 11.11 24.09
H 7.63 12.02 22.68
H 8.69 11.90 24.07
H 8.99 9.58 23.80
H 9.51 10.42 22.28
H 8.16 8.68 21.79
C 5.46 16.38 16.05
C 4.67 15.48 16.95
O 5.59 15.12 17.98
H 5.00 16.64 15.10
H 6.46 15.92 15.98
H 5.71 17.31 16.60
H 4.34 14.66 16.39
H 3.93 16.10 17.48
H 5.08 14.58 18.63
C 1.35 18.32 14.16
C 1.44 16.79 14.25
O 2.31 16.44 15.33
H 2.16 18.85 13.64
H 1.26 18.67 15.22
H 0.48 18.63 13.63
H 1.86 16.40 13.34
H 0.47 16.37 14.45
H 2.06 16.91 16.12
C -1.07 15.33 21.52
C -1.87 14.31 20.73
O -3.26 14.52 20.85
H -1.40 15.49 22.58
H -1.06 16.34 21.05
H -0.04 15.00 21.56
H -1.68 13.35 21.14
H -1.56 14.32 19.64
H -3.54 15.27 20.29
C 5.83 14.71 21.81
C 6.68 15.48 22.84
O 6.08 16.80 23.03
H 6.38 13.80 21.56
H 5.71 15.38 20.95
H 4.85 14.46 22.22
H 7.74 15.53 22.47
H 6.72 14.89 23.78
H 6.65 17.35 23.58
C 0.08 12.56 16.25
C 0.37 11.32 17.12
O -0.66 11.15 18.10
H -0.81 12.58 15.64
H 0.92 12.83 15.61
H 0.04 13.44 16.96
H 1.30 11.58 17.63
H 0.46 10.46 16.48
H -0.61 10.26 18.42
C 4.80 12.47 25.10
C 5.69 12.79 26.31
O 5.77 14.21 26.40
H 4.63 11.38 25.01
H 5.25 12.86 24.19
H 3.81 12.88 25.31
H 6.69 12.35 26.25
H 5.27 12.36 27.21
H 6.35 14.38 27.14
C 2.26 13.78 19.51
C 3.31 12.89 20.17
O 4.48 13.09 19.40
H 2.12 13.49 18.48
H 2.56 14.82 19.59
H 1.33 13.63 20.06
H 2.99 11.84 20.19
H 3.40 13.17 21.24
H 5.21 12.51 19.64
C -1.16 17.26 18.14
C 0.22 16.59 18.02
O 1.27 17.48 17.65
H -1.90 16.48 18.21
H -1.39 17.91 17.25
H -1.25 17.90 19.01
H 0.15 15.80 17.29
H 0.47 16.16 19.00
H 1.53 18.01 18.44
C 7.78 11.86 20.04
O 6.45 11.25 20.34
H 8.50 11.01 20.12
H 7.80 12.14 18.99
H 7.97 12.72 20.69
H 6.67 10.62 21.06
C 0.17 12.35 23.43
O 1.40 12.78 22.89
H -0.34 11.63 22.82
H 0.19 11.94 24.43
H -0.55 13.19 23.57
H 1.76 13.55 23.41
C 2.57 16.55 23.02
O 2.73 15.32 23.77
H 1.69 16.38 22.39
H 2.33 17.36 23.72
H 3.43 16.74 22.42
H 3.64 15.30 24.14
C 7.46 13.26 16.49
O 7.95 14.03 17.54
H 8.14 13.27 15.67
H 7.42 12.23 16.81
H 6.42 13.51 16.19
H 7.19 14.59 17.76
*
```